# 1
Formula: C61H72BNO
Source: OMol25
Level of theory: wB97M-V/def2-TZVPD

As for the net charge: 0. The value obtained for the HOMO energy is -8.92 eV. The total energy comes out at -2522.420621 a.u. Its structure (SMILES) is CCCCNBC[C@H](C)O.c1ccccc1.c1ccccc1.c1ccccc1.c1ccccc1.c1ccccc1.c1ccccc1.c1ccccc1.c1ccccc1.c1ccccc1.

Each line ends with the Mulliken charge.
CARTESIAN COORDINATES (ANGSTROEM)
O -1.92 -3.50 0.94  -0.37
N -3.72 -0.57 -2.80  -0.42
C -3.52 -1.32 -4.07  -0.77
C 0.32 1.21 -2.53  0.53
C -7.02 -5.60 -1.41  -0.43
C 2.73 -0.87 1.28  -0.83
C -2.06 -1.21 -4.54  -0.41
C 2.58 -1.41 2.56  -0.61
C 2.05 5.83 2.16  -0.53
C 7.40 -0.28 -1.16  -0.44
C -6.03 -4.89 -0.75  -0.54
C -0.70 2.14 -2.55  -0.35
C -6.36 4.42 -5.54  -0.42
C -4.30 0.03 4.60  -0.61
C 1.56 1.11 1.97  -0.16
C 4.12 5.96 0.94  -0.43
C 7.57 4.41 4.35  -0.50
C -2.24 0.53 3.48  0.15
C -1.65 -5.87 4.69  -0.56
C -0.51 -1.64 0.37  -0.55
C -1.91 -2.21 0.31  0.34
C -3.06 2.00 5.20  -0.51
C -5.24 2.08 -4.53  0.19
C 2.41 4.44 0.23  0.28
C -4.49 -6.69 -1.13  -0.62
C -4.50 3.26 -4.54  -0.46
C -2.46 -2.27 -1.11  -0.15
C -0.64 -3.06 -5.65  -1.44
C 6.16 1.69 -1.76  -0.65
C -3.34 -0.29 3.65  -0.33
C 1.91 -0.68 3.53  -0.66
C 1.92 2.95 -2.97  -0.48
C 0.58 -5.72 5.56  -0.48
C 6.70 -0.36 0.04  -0.79
C 5.46 1.62 -0.56  0.35
C 6.52 4.44 3.44  -0.40
C 1.41 0.58 3.24  -0.44
C 1.63 1.61 -2.76  -0.80
C -7.10 3.24 -5.53  -0.42
C -6.75 -6.85 -1.93  -0.43
C -1.20 -2.47 -4.35  0.08
C -0.41 3.49 -2.77  -0.74
C 2.21 0.38 0.98  0.00
C 7.46 2.54 2.29  -0.02
C -5.06 4.43 -5.04  -0.43
C -4.76 -5.43 -0.61  -0.02
C 3.66 5.00 0.06  -0.55
C 6.47 3.50 2.41  -0.16
C -5.48 -7.40 -1.79  -0.35
C 8.56 3.45 4.23  -0.36
C 0.86 -4.70 4.66  -0.36
C 8.51 2.51 3.20  -0.57
C -0.12 -4.26 3.78  0.14
C 1.60 4.86 1.28  -0.90
C -2.09 1.68 4.26  -0.42
C 0.90 3.89 -2.97  -0.47
C -4.16 1.17 5.38  -0.38
C 3.32 6.37 2.00  -0.49
C -6.54 2.07 -5.03  -0.48
C 5.73 0.59 0.33  -1.06
C -1.38 -4.85 3.79  -0.40
C -0.67 -6.31 5.57  -0.38
C 7.13 0.74 -2.06  -0.52
B -2.72 -0.87 -1.76  0.32
H -8.11 3.24 -5.91  0.36
H -3.81 -2.38 -3.99  0.43
H 4.70 2.36 -0.33  0.35
H 5.64 3.52 1.71  0.30
H 8.15 -1.02 -1.39  0.38
H -0.19 -1.54 1.40  -0.31
H 1.35 -6.06 6.24  0.37
H 9.38 3.42 4.94  0.36
H -2.58 -1.62 0.94  -0.25
H -6.25 -3.91 -0.34  0.42
H -3.45 -1.18 3.06  0.43
H -8.01 -5.17 -1.51  0.37
H -4.91 1.42 6.12  0.35
H 2.44 0.89 -2.74  0.33
H -5.16 -0.61 4.74  0.38
H -1.61 -0.34 -4.06  -0.15
H 0.90 1.15 4.01  0.52
H 5.74 5.18 3.53  0.40
H -2.07 -0.98 -5.61  0.69
H -2.64 -6.33 4.70  0.38
H -3.38 -2.87 -1.11  -0.27
H 3.00 -2.38 2.79  0.46
H -0.43 -0.67 -0.11  0.15
H 1.18 2.10 1.74  0.25
H -7.11 1.16 -5.02  0.38
H -3.99 -4.88 -0.09  0.54
H -4.18 -0.88 -4.81  0.41
H 1.43 6.15 2.98  0.40
H 1.84 -4.23 4.65  0.35
H 0.62 4.42 1.41  0.52
H 4.29 4.67 -0.76  0.42
H 0.09 -3.46 3.08  0.18
H -0.36 -2.25 -3.68  0.13
H -2.13 -4.50 3.10  0.40
H 2.07 3.67 -0.45  0.48
H -1.72 1.83 -2.38  0.38
H 5.12 6.38 0.82  0.40
H -1.23 2.32 4.12  0.34
H 2.34 0.78 -0.01  0.47
H 0.10 0.17 -2.33  0.39
H -7.52 -7.41 -2.44  0.36
H 3.69 7.11 2.70  0.46
H 0.35 -2.66 -5.88  0.32
H -1.74 -2.84 -1.71  0.17
H -1.79 -3.24 -3.85  0.18
H -0.56 -4.14 -5.60  0.37
H -1.26 -4.04 0.50  0.40
H 1.79 -1.09 4.53  0.42
H -5.27 -8.38 -2.19  0.37
H -4.62 -0.86 -2.43  0.19
H 3.26 -1.42 0.52  0.53
H -2.08 0.06 -1.34  -0.24
H 6.90 -1.16 0.74  0.44
H -3.49 3.26 -4.16  0.44
H 1.13 4.94 -3.10  0.42
H 7.61 5.14 5.15  0.38
H -3.50 -7.11 -1.02  0.37
H -1.28 -2.82 -6.50  0.37
H -1.21 4.22 -2.76  0.43
H 7.68 0.80 -2.99  0.40
H 5.17 0.53 1.26  1.04
H -4.49 5.34 -5.05  0.38
H -0.89 -7.11 6.27  0.36
H -2.95 2.89 5.81  0.38
H 7.42 1.81 1.49  0.24
H -4.79 1.18 -4.13  0.19
H -6.80 5.33 -5.93  0.36
H 0.18 -2.32 -0.14  0.62
H 2.94 3.26 -3.12  0.45
H 9.29 1.77 3.11  0.39
H -1.49 0.29 2.74  0.23
H 5.96 2.49 -2.46  0.40

---

# 2
Formula: C40H29F42N3O11
Source: OMol25
Level of theory: wB97M-V/def2-TZVPD

As for the net charge: 0. The value obtained for the HOMO energy is -9.04 eV. The total energy comes out at -6727.777145 a.u. Its structure (SMILES) is C=CCC1=CC(=O)c2c(ON=O)c(N(C(=O)F)C(=O)F)cc(N)c2C1=O.FC(F)C(F)(F)COC(F)(F)C(F)F.FC(F)C(F)(F)COC(F)(F)C(F)F.FC(F)C(F)(F)COC(F)(F)C(F)F.FC(F)C(F)(F)COC(F)(F)C(F)F.FC(F)C(F)(F)COC(F)(F)C(F)F.

Each line ends with the Mulliken charge.
CARTESIAN COORDINATES (ANGSTROEM)
F 6.15 2.30 8.52  -0.26
F -7.66 -5.11 -0.38  -0.32
F -0.21 4.84 -4.20  -0.28
F -2.69 3.49 4.11  -0.33
F 0.00 3.88 -0.45  -0.29
F 2.51 1.62 7.07  -0.24
F 1.94 5.17 -4.37  -0.29
F -5.92 -4.32 -2.36  -0.22
F -2.71 3.51 -0.37  -0.12
F -6.38 5.25 0.22  -0.35
F 0.58 7.32 -3.44  -0.28
F -0.57 1.80 -0.61  -0.14
F -7.08 2.71 -0.37  -0.28
F -5.94 -6.40 -0.58  -0.24
F -3.29 1.87 1.05  -0.14
F -4.58 2.64 3.51  -0.29
F 4.79 0.63 8.20  -0.22
F -4.68 3.96 -0.15  -0.18
F -4.77 -8.13 -2.26  -0.19
F -4.95 -10.09 -3.16  -0.27
F 6.28 0.80 -3.90  -0.30
F -7.36 -10.49 -2.01  -0.33
F 5.40 -0.48 -1.36  -0.08
F 6.21 5.36 -4.77  -0.23
F 8.23 3.72 -3.91  -0.23
F -7.32 -8.77 -3.33  -0.27
F 6.89 2.21 5.87  -0.30
F -6.01 1.94 1.35  -0.20
F 8.44 1.90 -5.07  -0.27
F 4.80 2.66 6.16  -0.29
F 6.82 4.89 -2.00  -0.30
F 6.24 7.12 -3.48  -0.28
F -2.44 1.03 2.87  -0.33
F 2.32 -0.80 4.52  -0.25
F -2.17 4.47 -2.25  -0.28
F 4.88 5.71 -1.53  -0.31
F 5.83 2.63 -4.97  -0.27
F 0.99 0.13 6.68  -0.27
F 2.70 0.47 1.69  -0.12
F 3.45 -0.97 6.37  -0.29
F -0.13 6.22 -1.72  -0.21
F -6.29 -6.18 -3.43  -0.22
O -7.96 -7.06 -1.32  -0.40
O 0.59 -3.39 -3.42  -0.54
O -0.95 -5.31 0.74  -0.63
O -3.68 4.35 2.35  -0.38
O 4.89 0.23 1.64  -0.60
O 5.44 0.63 5.44  -0.42
O 4.95 3.87 -2.72  -0.31
O 5.28 -2.39 -0.26  -0.48
O 2.61 0.62 -2.72  -0.15
O 0.13 2.81 -2.42  -0.36
O 2.32 -1.45 -2.27  -0.63
N 3.61 -0.75 -0.01  1.06
N 0.72 -3.70 2.50  -0.49
N 1.77 -0.12 -2.39  0.05
C 0.92 4.99 -3.48  0.89
C 0.06 -3.23 -2.35  -0.20
C 2.53 -1.70 0.08  -0.06
C -7.08 -6.01 -1.20  0.80
C 0.41 -3.43 0.11  0.88
C -3.40 -1.59 -0.42  -0.71
C -1.83 -3.91 -0.97  0.61
C 3.00 -0.08 5.46  0.95
C -6.61 3.03 0.86  -0.02
C 5.72 1.69 6.28  0.75
C 6.43 2.15 -3.87  0.98
C -6.81 -5.32 -2.54  0.16
C 1.09 -3.15 1.27  0.11
C 7.94 2.41 -3.92  0.09
C -5.65 4.22 0.74  1.01
C -5.36 -9.33 -2.12  0.09
C 1.23 3.67 -2.74  -0.60
C -2.06 3.33 -1.54  0.06
C 5.90 1.23 7.73  0.21
C -1.41 -3.41 -2.12  -0.22
C 0.83 -2.88 -1.08  0.95
C 1.97 0.86 6.10  0.10
C -3.74 -2.79 0.07  -0.46
C -5.02 4.76 2.04  -0.81
C 3.82 0.00 1.14  0.41
C -3.44 3.17 3.03  0.71
C -0.60 2.99 -1.26  0.55
C -6.89 -9.22 -2.14  0.86
C 4.83 -1.31 -0.51  0.25
C -0.80 -4.33 0.05  -0.44
C -7.56 -8.40 -1.02  -0.68
C 0.85 6.27 -2.64  0.12
C -3.29 -4.07 -0.64  -0.70
C 5.67 2.64 -2.62  -0.41
C 4.20 0.56 4.73  -0.70
C 1.88 -2.02 -1.08  -0.23
C 5.59 5.08 -2.50  0.68
C 2.15 -2.28 1.23  -0.58
C 5.58 5.97 -3.74  0.45
C -2.64 2.18 2.18  0.41
H -2.55 2.53 -2.10  0.26
H -0.13 -4.24 2.44  0.19
H -1.67 2.60 1.91  0.17
H 1.52 1.51 5.35  0.27
H 2.66 -2.08 2.17  0.44
H -2.95 -0.81 0.19  0.32
H 1.45 -4.25 2.92  0.21
H -4.33 -2.83 0.98  0.44
H -7.73 -4.91 -2.95  0.23
H -3.88 -4.21 -1.55  0.12
H 6.73 0.53 7.81  0.24
H -8.50 -8.91 -0.82  0.40
H -7.00 -8.45 -0.08  0.32
H -3.40 -4.92 0.03  0.49
H -5.01 -9.79 -1.20  0.27
H 8.45 1.92 -3.08  0.28
H -3.50 -1.37 -1.48  0.29
H -4.93 5.83 1.90  0.41
H 1.88 3.83 -1.88  0.38
H -2.11 -3.10 -2.89  0.53
H 6.29 2.61 -1.72  0.41
H 4.56 6.19 -4.05  0.09
H 3.94 1.51 4.28  0.39
H 1.82 3.08 -3.44  0.32
H 4.89 1.90 -2.45  -0.05
H 1.80 6.45 -2.13  0.24
H -7.47 3.28 1.50  0.29
H -5.68 4.64 2.90  0.35
H 4.42 -0.10 3.90  0.25

---

# 3
Formula: C54H134Hg2N12O16
Source: OMol25
Level of theory: wB97M-V/def2-TZVPD

As for the net charge: +2. The value obtained for the HOMO energy is -11.69 eV. The value obtained for the energy above the lowest of the compared OMol25 structures with the same formula, charge and spin is 145.8 kcal per mole. The total energy comes out at -4304.692857 a.u.

Each line ends with the Mulliken charge.
CARTESIAN COORDINATES (ANGSTROEM)
Hg 3.76 -0.68 0.69  1.85
Hg -3.38 -2.61 2.41  1.71
O -0.49 0.61 7.39  -0.33
O -6.65 -2.22 6.26  -0.34
O 7.41 2.18 4.41  -0.40
O -2.18 -3.33 -6.47  -0.46
O 2.08 -0.27 -0.71  0.67
O 1.86 0.33 1.90  -0.34
O -2.52 -0.79 -1.25  1.66
O -5.92 -0.85 1.39  -0.24
O 1.00 4.88 1.69  -0.42
O 1.17 -6.49 -2.10  -0.34
O -6.29 1.83 -3.06  -0.47
O 2.98 -1.32 -7.29  -0.38
O -2.72 -0.33 1.77  -0.34
O 5.79 0.84 -3.60  -0.30
O -2.62 3.73 -0.20  -0.59
O 6.02 -1.87 0.83  -0.27
N 2.24 0.75 4.80  -0.02
N -9.17 1.22 -3.16  -0.76
N -4.19 -2.74 0.20  -0.30
N -1.31 -3.74 -1.54  -0.40
N 4.32 -1.57 -3.85  0.31
N 4.58 0.36 2.67  0.64
N 5.34 0.49 -0.62  -0.35
N -4.89 -1.78 3.97  -0.25
N 4.00 -2.23 -1.04  0.95
N 3.44 7.57 1.01  -0.81
N -0.01 4.77 -1.17  -0.28
N -2.28 -0.38 -4.13  -0.40
C 4.56 1.27 -1.58  0.94
C -1.66 -0.12 1.06  -0.65
C -7.12 1.88 -1.86  0.46
C 5.41 1.85 -2.71  -1.42
C 6.25 -2.90 -0.18  -1.03
C 6.33 1.28 4.25  -0.95
C -0.31 -4.52 -2.25  0.29
C 0.95 3.44 1.77  1.16
C -6.60 0.36 1.81  -0.60
C -6.34 -3.72 0.42  -1.36
C -8.55 2.26 -2.35  0.20
C 3.86 2.34 -0.77  -0.45
C -2.70 -1.73 -4.61  3.32
C -1.42 -0.40 7.93  -0.65
C 0.35 -5.60 -1.38  -1.10
C 2.17 6.97 1.41  0.23
C 2.39 -2.63 -7.52  -0.45
C -9.42 2.53 -1.19  -1.38
C -5.94 -1.17 0.01  -0.59
C -0.32 -0.44 -1.04  0.27
C -1.60 2.91 -0.80  2.69
C 0.93 -0.19 -0.31  0.14
C 0.21 2.73 -2.50  -1.04
C 2.26 5.42 1.29  0.28
C -5.53 -2.59 -0.30  0.40
C -0.52 0.17 1.80  -0.36
C 1.43 1.23 5.90  0.20
C 2.33 -0.41 -4.42  -1.32
C -2.13 -2.00 -5.94  -0.65
C -4.90 1.61 -2.73  -0.46
C 5.44 1.50 2.98  0.60
C -1.27 -4.24 -5.83  0.06
C -4.14 -1.94 -4.43  -1.31
C 6.89 0.99 -4.47  -1.09
C 1.98 -7.30 -1.27  -0.81
C -4.52 -1.34 5.30  0.33
C 0.86 2.62 5.46  -1.33
C 3.30 -1.54 -4.85  0.32
C -0.77 3.75 -1.78  -0.71
C 4.79 -3.41 -0.62  0.53
C 0.81 0.14 1.24  0.20
C 1.19 7.45 0.34  -1.40
C -1.51 -0.47 -0.46  -0.67
C 7.18 -1.29 1.40  -0.54
C 4.70 -4.38 -1.77  -1.17
C 3.87 -1.27 -6.18  -0.90
C -3.31 3.06 0.89  -0.51
C -7.75 -1.99 7.13  -0.79
C -3.67 -0.09 5.10  -1.26
C 8.15 2.04 5.69  -0.75
C 0.37 0.22 6.29  -0.57
C -5.77 -1.08 6.22  -1.17
C 0.81 -3.50 -2.66  0.20
C 4.55 2.72 3.13  -1.08
H 0.93 -0.61 6.73  0.40
H 6.72 0.27 4.16  0.38
H -7.53 -1.94 8.20  0.32
H -0.79 -4.88 -3.16  0.12
H -8.45 0.92 -3.80  0.33
H -1.11 -1.61 -5.99  0.29
H 5.08 3.67 3.23  0.73
H 4.72 2.52 -3.22  0.51
H -6.80 2.66 -1.17  0.37
H 3.63 7.47 0.03  0.26
H -5.42 -0.77 7.21  0.53
H 7.80 1.08 -3.87  0.38
H 0.28 2.55 4.53  0.14
H 1.59 -2.69 -8.26  0.31
H 2.46 5.05 0.29  -0.03
H -4.57 2.28 -1.94  0.38
H -4.09 0.68 4.46  0.42
H -5.60 -2.46 4.18  0.36
H 1.86 -3.02 -6.65  -0.05
H -7.42 -3.60 0.30  0.42
H 3.71 0.55 3.13  -0.67
H -0.20 -0.11 5.42  0.16
H 0.99 -2.73 -1.90  -0.41
H -1.45 4.14 -2.53  0.71
H 3.07 5.07 1.93  -0.07
H -0.60 0.30 2.87  0.07
H 1.49 -8.15 -0.79  0.32
H -6.31 -0.18 5.95  0.43
H 7.49 2.08 6.55  0.30
H -0.76 -3.21 -0.87  0.04
H 2.86 -7.63 -1.82  0.30
H 0.44 4.18 -0.49  -0.44
H -1.17 -5.20 -6.32  0.45
H 0.00 3.15 2.23  -0.10
H 4.46 3.05 -0.20  0.55
H 0.19 7.08 0.55  0.20
H -6.33 1.16 1.12  0.11
H 7.57 -0.63 0.63  0.32
H 5.69 1.29 5.13  0.56
H -0.89 -1.18 8.48  0.37
H 1.19 8.53 0.48  0.51
H 5.98 1.22 -0.33  0.48
H 7.86 -2.08 1.72  0.37
H 3.11 -2.60 -1.35  -0.59
H 3.80 2.59 3.92  0.11
H -8.34 -1.16 6.76  0.33
H -9.65 1.58 -0.72  0.25
H -0.17 -0.69 -2.08  -0.37
H 3.45 8.58 1.11  0.30
H -4.62 0.60 -2.42  -0.23
H -0.28 -3.77 -5.89  -0.19
H 3.17 -3.35 -7.79  0.34
H 0.87 3.19 -3.25  0.57
H 4.33 -0.28 -6.09  0.13
H -3.90 -3.60 -0.25  0.31
H -2.77 -1.44 -6.63  0.34
H 2.95 0.45 -4.16  0.35
H -5.49 -1.01 3.72  -0.21
H 4.66 -0.62 -3.73  -0.64
H -8.65 3.10 -3.03  0.39
H 1.16 2.92 0.84  -0.76
H -6.48 0.57 2.87  0.35
H 5.98 -0.11 -1.12  0.16
H -2.75 2.70 1.75  0.09
H -7.23 0.90 -1.39  -0.51
H 3.97 2.82 2.21  -0.45
H 1.63 0.68 3.99  -0.46
H 2.46 -6.72 -0.49  0.29
H 1.91 7.37 2.39  0.43
H -3.77 2.10 0.64  0.02
H -5.24 -0.46 -0.43  -0.06
H 1.64 3.36 5.26  0.37
H -0.92 2.54 -0.03  -1.24
H 1.34 7.30 -0.73  0.31
H 6.80 -3.79 0.13  0.50
H -4.15 1.85 -3.49  0.44
H 1.64 -0.10 -5.20  0.74
H 4.71 -1.89 -6.48  0.59
H 3.16 2.91 -1.38  0.60
H -3.38 0.46 6.00  0.61
H 6.96 -0.64 2.25  -0.01
H 0.93 -5.12 -0.58  0.21
H -3.91 -2.05 5.85  0.49
H 4.31 -3.88 0.24  0.46
H -2.53 -0.43 -3.15  -0.70
H 2.80 -2.51 -4.80  0.46
H -4.73 -1.23 -5.02  0.41
H 1.71 -4.07 -2.86  0.52
H -4.31 -1.69 -3.39  -0.15
H -8.33 -2.91 7.17  0.28
H 3.68 -4.71 -1.92  0.15
H 5.28 -5.26 -1.48  0.53
H 0.55 -3.11 -3.65  -0.24
H 6.89 -2.41 -0.92  0.34
H -4.57 -2.88 -4.78  0.36
H 3.24 1.86 -0.01  -0.81
H 2.31 -0.24 5.01  0.26
H -2.71 -0.40 4.70  0.03
H 7.12 0.16 -5.14  0.31
H 2.10 1.40 6.75  0.43
H 6.75 1.83 -5.16  0.37
H 3.85 0.63 -2.11  -1.22
H -3.71 -2.03 -0.33  -0.46
H 5.00 -0.33 3.28  0.30
H -1.28 -0.25 -4.03  0.01
H -2.18 -2.33 -3.86  -1.74
H -6.02 -4.70 0.06  0.43
H 6.27 2.33 -2.25  0.42
H 1.74 3.09 2.44  -0.09
H 4.38 -1.95 -1.94  -0.42
H 8.81 1.17 5.71  0.30
H -5.62 -2.76 -1.37  0.20
H 5.25 -4.05 -2.66  0.22
H -6.12 -3.71 1.48  0.17
H -0.70 5.26 -0.62  0.48
H 5.12 -2.06 -4.21  0.29
H -8.94 3.26 -0.52  0.36
H -4.13 3.72 1.18  0.52
H -0.30 -6.29 -0.85  0.54
H -1.60 -4.51 -4.83  0.05
H -1.74 -3.04 -2.13  -0.06
H -2.00 -0.92 7.17  0.13
H -10.40 2.96 -1.40  0.35
H -2.02 2.05 -1.32  -0.44
H -9.26 0.41 -2.57  0.24
H 1.72 -0.70 -3.57  -0.10
H -0.39 1.98 -3.01  0.43
H 6.11 1.60 2.13  0.09
H -6.95 -0.95 -0.32  0.66
H 0.86 2.14 -1.87  -0.36
H -2.11 0.08 8.63  0.26
H 0.26 3.09 6.24  0.54
H 8.91 2.82 5.77  0.28
H -7.66 0.17 1.64  0.26

---

no.,maximum force (eV Å⁻¹)
1,0.468
2,2.746
3,5.878